The following is a quantum chemistry calculation of a structure of composition CBr4N2O, from OMol25.

Each line ends with the Löwdin charge.
Geometry (Å):
C (-0.24, -0.65, -0.19)  -0.749
N (-1.07, 0.22, 0.13)  -0.723
N (1.43, 0.28, 0.47)  -1.054
O (-0.14, -1.71, -0.58)  0.137
Br (-1.13, 1.91, 0.69)  0.753
Br (-3.22, -0.31, -0.37)  0.330
Br (1.82, 1.29, -1.04)  0.600
Br (2.55, -1.04, 0.90)  0.705

Computed properties:
Maximum force, eV/Å: 3.60
Relative energy (zero: lowest compared OMol25 entry of this formula, charge and spin), kcal/mol: 47.71
Charge: 0
Lowest unoccupied orbital energy (alpha / beta), Ha: -0.1162 / -0.0825


The following is a quantum chemistry calculation of a cluster of 2 separate species, CBrCl2FS in total, from OMol25.

Each line ends with the Löwdin charge.
Geometry (Å):
C (-0.84, 0.30, -0.09)  -1.387
F (-0.90, -0.88, -0.65)  -0.071
S (1.84, 0.37, 0.07)  -0.060
Cl (-1.42, 1.57, -1.12)  0.671
Cl (-1.26, 0.24, 1.49)  0.752
Br (2.58, -1.59, 0.30)  0.095

Computed properties:
Maximum force, eV/Å: 3.21
Relative energy (zero: lowest compared OMol25 entry of this formula, charge and spin), kcal/mol: 11.40
Charge: 0
Lowest unoccupied orbital energy (alpha / beta), Ha: -0.0726 / -0.0726


The following is a quantum chemistry calculation of the molecule CBrClFNO2, from OMol25.

Each line ends with the Löwdin charge.
Geometry (Å):
C (0.26, -0.65, -0.07)  -0.656
N (-0.39, 0.63, -0.06)  -0.431
O (0.10, 1.48, -0.75)  0.081
O (-1.42, 0.67, 0.54)  0.122
F (-0.08, -1.66, 0.70)  0.105
Cl (1.63, -0.86, -0.92)  0.756
Br (3.79, -0.06, 0.46)  0.023

Computed properties:
Maximum force, eV/Å: 1.79
Relative energy (zero: lowest compared OMol25 entry of this formula, charge and spin), kcal/mol: 61.53
Charge: 0
Lowest unoccupied orbital energy (alpha / beta), Ha: -0.0886 / -0.1150


The following is a quantum chemistry calculation of a cluster of 2 separate species, CBrClNOP in total, from OMol25.

Each line ends with the Löwdin charge.
Geometry (Å):
C (-2.26, -0.46, 0.21)  -0.820
N (-2.77, -0.95, 1.13)  0.091
O (1.83, -1.22, -0.16)  -0.574
P (2.01, -0.02, 0.62)  0.427
Cl (-1.48, 0.31, -1.00)  0.726
Br (4.05, 0.72, 0.09)  0.151

Computed properties:
Maximum force, eV/Å: 2.56
Relative energy (zero: lowest compared OMol25 entry of this formula, charge and spin), kcal/mol: 14.23
Charge: 0
Lowest unoccupied orbital energy, Ha: -0.0513
SMILES string: N#CCl.O=PBr


Which value of relative energy (zero: lowest compared OMol25 entry of this formula, charge and spin) does entry 1 give? 47.71 kcal/mol


Which formula does entry 1 have? CBr4N2O


Which value of maximum force does entry 4 give? 2.56 eV/Å